(1)
25
Properties=species:S:1:pos:R:3:forces:R:3 method="wB97M-V/def2-TZVPD" e_tot_ev=-11045.4448 total_charge=0 homo_lumo_gap_ev=8.8 multiplicity=1 e_above_lowest_kcal_mol=18.72 homo_energy_ha=-0.3068 smiles=CCCCNC.O.O
C -0.29828 -0.27021 -2.00592 -0.006 -0.127 0.202
C 0.48588 0.90592 -1.44987 0.311 0.015 0.269
C 1.88497 0.56970 -0.93137 0.330 0.249 -0.102
C 1.89827 -0.23037 0.36775 -0.076 -0.058 0.014
N 1.61503 -1.64832 0.17507 -0.012 -0.052 -0.059
C 0.60087 -2.27108 1.01400 -0.048 -0.328 -0.331
H 0.20418 -0.64985 -2.89344 -0.226 0.105 -0.331
H -1.32868 0.03677 -2.20947 0.141 -0.163 -0.316
H -0.32645 -1.12667 -1.33659 -0.067 0.149 0.252
H 0.55824 1.68104 -2.21907 0.013 -0.032 0.026
H -0.03401 1.36148 -0.60129 -0.227 0.013 -0.064
H 2.48874 0.01736 -1.65260 -0.149 -0.127 -0.281
H 2.43647 1.51195 -0.79676 -0.147 -0.105 0.219
H 2.86978 -0.11274 0.85256 0.104 0.148 0.089
H 1.14706 0.18279 1.04617 0.014 0.050 0.052
H 2.46967 -2.18176 0.14868 -0.107 -0.029 0.062
H 0.16686 -1.55969 1.70762 0.050 0.142 0.287
H -0.23897 -2.65321 0.42417 0.014 0.028 -0.100
H 0.99066 -3.12869 1.56878 0.051 0.141 0.110
O -1.74216 2.15536 1.89824 0.083 -0.044 0.038
H -1.55859 1.89585 2.80571 -0.003 -0.022 0.031
H -1.62569 3.10898 1.87672 -0.037 0.041 -0.041
O -3.32639 0.27691 0.30347 -0.095 -0.104 0.074
H -2.79640 0.88907 0.83440 -0.006 0.056 -0.219
H -3.08873 0.43051 -0.61552 0.096 0.053 0.121


(2)
48
Properties=species:S:1:pos:R:3:forces:R:3 method="wB97M-V/def2-TZVPD" e_tot_ev=-33771.0849 total_charge=-1 homo_lumo_gap_ev=6.1 multiplicity=1 e_above_lowest_kcal_mol=35.20 homo_energy_ha=-0.1384
C -0.14107 -1.29091 -2.27076 -0.664 0.459 0.082
C 0.36593 -0.06504 -1.40364 1.573 1.144 -4.401
C -0.38833 1.13598 -1.64839 -1.738 1.825 -1.996
N -1.09562 2.04755 -1.76896 0.957 -0.708 0.094
C 1.90710 0.21872 -1.96367 -0.987 -0.119 -0.177
C 2.75403 -0.82448 -2.41918 0.419 0.126 0.802
C 4.09103 -0.57863 -2.76367 -0.363 -0.203 -0.035
C 4.57999 0.72525 -2.83899 -0.242 0.088 0.366
C 5.97554 0.97948 -3.12570 0.229 -0.015 -0.069
N 7.09467 1.16401 -3.34326 -0.632 -0.080 0.099
C 3.69427 1.77329 -2.59499 -0.553 0.114 -0.027
C 2.35542 1.52398 -2.22895 0.666 0.122 0.450
C 0.07154 -0.18012 0.03433 -1.106 -0.751 3.453
C -1.42775 -0.43998 0.45431 -0.279 -0.389 0.112
C -1.98327 -1.73672 0.48483 1.116 1.461 -0.353
O -1.34958 -2.71885 0.02070 -0.180 -1.126 0.011
C -3.38371 -1.99792 1.03903 -0.145 -0.258 0.322
C -4.01401 -1.18804 1.99685 -0.189 -0.084 -0.211
C -5.28956 -1.50408 2.49160 0.169 -0.213 -0.175
C -5.95401 -2.66251 2.06371 0.494 0.238 -0.254
C -5.32094 -3.49418 1.12586 -0.050 0.388 0.376
C -4.05173 -3.17390 0.64269 -0.101 0.152 -0.062
C 0.61151 0.95532 0.96576 -0.027 -1.336 -0.194
C 1.85277 0.75720 1.58941 -0.066 0.453 -0.286
C 2.41026 1.75767 2.37000 0.311 -0.023 0.426
C 1.71482 2.94164 2.63635 -0.195 -0.364 -0.518
C 2.29330 3.98878 3.42323 1.729 2.946 2.212
N 2.77194 4.86228 4.06890 -1.633 -2.970 -2.179
C 0.43316 3.09378 2.10734 -0.482 -0.257 -0.175
C -0.13939 2.08816 1.31849 0.492 0.432 -0.032
H 0.56689 -1.70001 -2.99365 0.174 0.405 0.295
H -0.49312 -2.11243 -1.63699 -0.055 0.311 0.142
H -0.96670 -0.92939 -2.88395 -0.205 -0.140 0.162
H 2.42239 -1.86496 -2.46882 0.077 0.441 0.387
H 4.77726 -1.40334 -2.95853 -0.339 0.121 -0.092
H 4.05447 2.79845 -2.67653 -0.200 -0.214 -0.071
H 1.69070 2.39029 -2.13160 0.214 -0.453 0.272
H 0.62575 -1.09278 0.06917 0.490 -1.148 2.209
H -2.00180 0.37353 0.93043 0.583 -0.397 -0.558
H -3.49316 -0.29558 2.35133 -0.217 -0.261 -0.062
H -5.76397 -0.84402 3.22152 0.154 -0.192 -0.180
H -6.94671 -2.90390 2.44582 0.255 0.047 -0.087
H -5.82703 -4.39794 0.78355 0.169 0.186 0.059
H -3.57349 -3.84754 -0.06825 0.073 0.307 0.181
H 2.38552 -0.18559 1.45420 -0.097 0.332 -0.129
H 3.39732 1.62923 2.80549 -0.125 -0.057 -0.029
H -0.12821 4.00507 2.31616 0.103 -0.279 -0.008
H -1.16443 2.22316 0.97738 0.422 -0.061 -0.151


(3)
27
Properties=species:S:1:pos:R:3:forces:R:3 method="wB97M-V/def2-TZVPD" e_tot_ev=-51331.1415 total_charge=+2 homo_lumo_gap_ev=6.1 multiplicity=1 homo_energy_ha=-0.5327
I 5.61950 1.06722 -1.51476 0.249 -1.367 0.091
I 4.98219 -1.65995 -1.39701 0.347 1.277 -0.009
La 0.11177 -0.74936 0.37586 -3.043 -2.402 1.324
P -0.70100 -0.00802 -2.42664 -0.982 0.464 -2.064
C 0.36184 0.02541 -3.89229 0.278 -0.066 0.668
C -1.82608 -1.37368 -2.88849 0.302 -0.163 0.818
H -2.47578 1.48872 -1.96672 -0.094 0.297 -0.361
H -2.28768 1.32463 -3.77098 0.376 -0.091 0.536
H -1.12424 2.31940 -2.79931 -0.391 -0.108 -0.051
C -1.76659 1.42638 -2.79967 0.166 0.268 0.760
H -2.56982 -1.42780 -2.08890 -0.228 -0.284 -0.297
H -2.29744 -1.17998 -3.86124 0.161 -0.046 0.324
H -0.25357 -0.00423 -4.79422 0.202 0.042 0.091
H 1.01692 -0.83833 -3.82210 0.280 -0.032 -0.438
H -1.23390 -2.29434 -2.91972 -0.334 -0.087 -0.137
H 0.93789 0.94564 -3.81991 0.216 -0.016 -0.415
C 1.79856 0.28822 -0.89521 5.566 3.326 -4.098
O 2.63482 0.73117 -1.54630 -3.508 -1.301 1.992
Cl -2.21322 0.31492 0.67739 -0.020 0.036 -0.089
N 1.21212 -0.41397 4.62149 -0.348 -0.028 -0.802
C 0.19516 -0.14008 3.78090 0.088 0.193 0.602
N -0.95342 0.41458 4.21055 1.431 -0.549 0.358
O 0.36920 -0.42864 2.52745 0.158 0.382 1.775
H 1.18460 -0.23552 5.61762 -0.052 -0.020 -0.229
H 2.05540 -0.83634 4.22114 -0.641 0.341 0.411
H -1.69535 0.62067 3.56142 -0.041 -0.006 -0.075
H -1.06187 0.62969 5.20444 -0.138 -0.060 -0.686